Record 1
96
Properties=species:S:1:pos:R:3:forces:R:3 method="wB97M-V/def2-TZVPD" e_lumo_ev=-0.50 spin_multiplicity=1
Mg 0.96854 -1.43053 0.83512 0.3 -0.8 0.8
C 2.96901 -0.01063 5.33550 0.1 -0.1 0.0
S 1.23915 -0.07387 4.85147 0.0 0.1 0.1
C 1.31750 -0.04218 3.09081 0.0 0.2 -0.1
S 2.73602 -0.60687 2.24458 -0.1 0.1 -0.1
N 0.19623 0.37799 2.60354 0.0 0.1 -0.2
N -0.00559 0.28226 1.17776 -0.2 -0.1 -0.1
C 0.49589 1.50305 0.46870 0.0 0.0 0.0
C -0.55301 1.71851 -0.53325 0.4 0.3 -0.3
C -1.20978 3.06387 -0.62787 -0.1 0.0 0.1
C -1.02806 3.42835 -2.09276 -0.1 0.0 0.0
C -1.81505 2.39312 -2.90602 0.2 0.0 -0.1
C -1.62349 0.95756 -2.35528 -0.4 0.1 0.1
N -0.62774 0.77057 -1.40053 0.1 -0.1 0.1
H 2.96393 -0.06562 6.42367 0.0 0.0 0.0
H 3.43858 0.92180 5.02982 0.0 0.0 0.0
H 3.52699 -0.85530 4.94005 0.0 0.0 0.0
H 0.51706 2.28695 1.22799 0.0 0.0 0.0
H -0.66972 3.77322 -0.00454 0.0 0.0 0.0
H -1.45124 4.41602 -2.28751 0.1 0.0 0.0
H -1.60402 2.48804 -3.97294 0.0 0.0 0.0
H -1.63491 0.17310 -3.10431 0.1 0.0 0.0
O -0.56595 -1.86775 -2.82315 -0.1 0.1 0.0
S -0.33801 -2.78759 -1.70451 0.1 0.2 -0.2
C 1.39821 -2.55919 -1.09415 -0.2 0.2 0.0
C 1.82080 -3.66701 -0.34783 -0.2 -0.1 0.0
C 3.11114 -3.75621 0.14122 0.0 0.0 0.0
C 4.00088 -2.72674 -0.12162 0.0 0.0 0.0
C 3.60383 -1.64793 -0.89343 0.0 -0.1 0.0
C 2.31115 -1.52803 -1.42226 0.0 0.0 -0.1
P 1.99110 -0.25901 -2.75196 0.2 0.1 -0.2
C 1.71446 1.34708 -1.91657 -0.2 0.0 0.0
C 1.16990 2.20774 -2.78599 -0.1 -0.1 0.0
C 0.55190 3.52024 -2.39657 0.0 0.0 0.0
C 1.35268 4.04440 -1.22195 0.0 0.0 0.0
C 1.97233 3.23048 -0.37123 0.0 0.0 0.0
C 1.82833 1.71651 -0.43382 0.1 0.0 0.0
C 3.72858 -0.07402 -3.32884 0.0 0.1 0.1
C 4.58052 0.96103 -2.94724 0.0 0.0 0.0
C 5.87207 1.03434 -3.45061 0.0 0.0 0.0
C 6.32945 0.07251 -4.33977 0.0 0.0 0.0
C 5.48614 -0.95639 -4.73533 0.0 0.0 0.0
C 4.19264 -1.02151 -4.24048 0.0 0.0 0.0
C -1.64604 -2.48930 -0.37958 0.0 0.0 -0.1
C -2.23156 -3.75367 -0.30338 -0.1 -0.1 0.0
C -3.49417 -3.98334 0.22114 0.1 0.0 0.0
C -4.25233 -2.90014 0.59548 0.0 0.1 0.0
C -3.67526 -1.63847 0.57797 0.0 -0.1 0.1
C -2.35945 -1.38599 0.17342 0.1 -0.1 0.1
P -1.98117 0.32116 0.78669 -0.3 -0.2 0.0
C -2.57795 0.30195 2.49917 0.0 0.0 0.1
C -3.34041 1.34988 3.00471 0.0 0.0 0.0
C -3.80503 1.30394 4.31117 0.0 0.0 0.0
C -3.53206 0.20593 5.11227 0.0 0.0 0.0
C -2.79713 -0.85559 4.60351 0.0 0.0 0.0
C -2.31948 -0.80310 3.30590 0.0 0.0 0.0
C -2.98872 1.38538 -0.15870 0.0 0.2 0.1
C -2.63585 2.87767 -0.00552 0.0 0.0 0.0
C -3.65748 3.75771 -0.66860 0.0 0.0 0.0
C -3.99617 3.47685 -1.91948 0.0 0.0 0.0
C -3.33645 2.29917 -2.55402 -0.2 0.0 0.0
C -3.07964 1.07272 -1.61061 0.4 -0.2 -0.3
H 1.10693 -4.45491 -0.13702 0.0 0.0 0.0
H 3.40216 -4.61471 0.73033 0.0 0.0 0.0
H 5.00848 -2.76001 0.27071 0.0 0.0 0.0
H 4.33035 -0.87950 -1.11989 0.0 0.0 0.0
H 1.03945 1.90065 -3.82032 0.0 0.0 0.0
H 0.64643 4.21721 -3.23259 0.0 0.0 0.0
H 1.42592 5.11758 -1.08261 0.0 0.0 0.0
H 2.53107 3.63686 0.46494 0.0 0.0 0.0
H 2.68260 1.23244 0.03955 0.0 0.0 0.0
H 4.22753 1.72169 -2.26123 0.0 0.0 0.0
H 6.52245 1.84460 -3.14618 0.0 0.0 0.0
H 7.33661 0.12951 -4.73185 0.0 0.0 0.0
H 5.83129 -1.70238 -5.43970 0.0 0.0 0.0
H 3.53161 -1.81674 -4.56891 0.0 0.0 0.0
H -1.68954 -4.59923 -0.70642 0.0 0.0 0.0
H -3.87213 -4.99375 0.28767 0.0 0.0 0.0
H -5.26935 -3.01461 0.94452 0.0 0.0 0.0
H -4.26331 -0.80942 0.94936 0.0 0.0 0.0
H -3.61099 2.18604 2.37783 0.0 0.0 0.0
H -4.39812 2.12476 4.69331 0.0 0.0 0.0
H -3.90346 0.17047 6.12838 0.0 0.0 0.0
H -2.58741 -1.72873 5.20739 0.0 0.0 0.0
H -1.74685 -1.63504 2.92538 0.0 0.0 0.0
H -2.53362 3.15466 1.04431 0.0 0.0 0.0
H -4.09049 4.58891 -0.12538 0.0 0.0 0.0
H -4.72590 4.06660 -2.46108 0.0 0.0 0.0
H -3.87904 1.96350 -3.43737 0.0 0.0 0.0
H -3.66493 0.18302 -1.83515 -0.1 0.1 0.1
B -1.26177 -4.79983 3.39965 0.0 0.2 -0.1
C -0.45703 -3.69676 2.61493 0.2 -0.2 0.0
N 0.11699 -2.90639 1.99411 0.0 0.2 -0.1
H -0.90864 -5.86427 2.94398 0.0 0.0 0.0
H -2.43085 -4.57290 3.16818 0.0 0.0 0.0
H -0.99852 -4.68442 4.57175 0.0 0.0 0.0


Record 2
97
Properties=species:S:1:pos:R:3:forces:R:3 method="wB97M-V/def2-TZVPD" e_lumo_ev=4.00 total_charge=-2 spin_multiplicity=1
Pd 1.49973 0.03590 0.01250 0.1 -0.4 -0.7
F 6.31136 -3.99903 2.32918 -0.3 -0.1 0.2
C 6.17683 -2.77550 1.71833 0.8 -0.4 -0.1
F 7.22670 -2.06565 2.24281 -0.1 0.3 0.1
F 6.51638 -3.00065 0.45377 -0.3 0.1 -0.1
C 4.86717 -2.13997 2.02590 -0.4 0.2 0.2
C 4.53759 -2.12280 3.37384 -0.1 0.0 -0.1
C 3.37115 -1.51607 3.80047 0.0 0.0 0.0
C 2.57048 -0.90824 2.83511 0.1 -0.2 0.7
N 2.86378 -0.91141 1.55493 -0.2 0.2 -0.2
C 3.99208 -1.51894 1.08474 0.3 -0.2 0.1
S 4.23932 -1.47762 -0.57582 0.4 0.0 -0.7
H 5.20929 -2.58679 4.08688 0.0 0.0 0.0
H 3.09902 -1.48789 4.84448 0.0 0.0 0.0
H 1.66145 -0.38765 3.11390 0.1 -0.1 0.0
C -1.72683 0.81196 -1.80667 -0.2 0.2 0.4
N -1.19533 0.18306 -3.00079 0.2 -0.2 0.2
C 0.06041 0.74132 -3.44647 0.4 0.0 -0.1
P 1.50817 0.19805 -2.35357 -0.3 -0.4 0.6
C 2.90433 0.59473 -3.44710 0.2 0.1 0.1
C 3.93456 -0.32455 -3.65999 -0.3 0.0 0.0
C 5.13800 0.08418 -4.19940 0.2 0.1 -0.1
C 5.34378 1.41617 -4.52421 0.1 0.1 -0.1
C 4.33331 2.34302 -4.30589 0.2 0.1 -0.1
C 3.13110 1.93574 -3.76728 -0.3 -0.2 0.0
C 1.26136 -1.59363 -2.62822 0.0 0.0 -0.1
C 1.04378 -2.33872 -1.47177 0.1 0.1 0.1
C 0.74902 -3.68683 -1.55883 -0.1 -0.1 0.0
C 0.69589 -4.30149 -2.80134 0.0 -0.1 0.0
C 0.93076 -3.56645 -3.95237 0.0 -0.2 -0.2
C 1.20566 -2.21171 -3.87099 0.0 0.0 0.1
C -2.09843 -0.31243 -3.91303 -0.2 -0.2 -0.4
C -3.25810 -0.98536 -3.48004 0.0 0.1 0.2
C -4.19984 -1.45917 -4.36695 -0.1 0.0 -0.1
C -4.02690 -1.31462 -5.73505 -0.1 -0.1 -0.2
C -2.88290 -0.68165 -6.18786 -0.2 -0.1 -0.1
C -1.94372 -0.18949 -5.30440 0.3 0.2 0.0
P -0.90553 0.50518 -0.08505 0.3 0.2 -1.1
C -2.46916 0.21676 0.80965 0.0 -0.1 0.2
C -2.92182 0.96414 1.89293 -0.2 -0.1 -0.3
C -3.99297 0.51421 2.64473 -0.3 0.0 0.0
C -4.64088 -0.66686 2.31892 -0.1 0.0 0.1
C -4.20015 -1.41459 1.23620 -0.2 -0.1 0.0
C -3.11208 -0.98394 0.50557 0.1 0.1 -0.1
C -0.53538 2.28316 0.10486 -0.2 0.2 -0.1
C -1.49333 3.27928 -0.02953 0.2 0.0 0.0
C -1.11045 4.60689 -0.06658 -0.2 0.2 0.0
C 0.22676 4.94508 0.04444 0.1 0.2 0.0
C 1.18216 3.95485 0.21222 0.2 0.0 -0.1
C 0.80709 2.62369 0.23852 -0.1 0.1 0.1
H -2.78219 0.56819 -1.70069 0.1 0.0 -0.1
H -1.66400 1.89785 -1.96599 -0.1 -0.1 0.0
H 0.00912 1.84040 -3.46852 0.0 0.0 -0.1
H 0.29161 0.37841 -4.44495 0.0 0.1 0.0
H 3.79939 -1.35184 -3.36031 0.0 -0.1 0.0
H 5.93513 -0.63590 -4.33621 0.0 0.0 0.0
H 6.29436 1.74107 -4.92699 0.1 0.0 0.0
H 4.50034 3.39205 -4.52186 0.0 0.0 0.0
H 2.35797 2.66220 -3.54831 0.0 0.1 0.0
H 1.14924 -1.76944 -0.51255 -0.3 -1.1 -0.6
H 0.56192 -4.26092 -0.66041 0.0 0.0 0.1
H 0.47941 -5.36121 -2.87635 0.0 0.0 0.0
H 0.89622 -4.05249 -4.92109 0.0 0.0 0.0
H 1.39300 -1.64864 -4.77772 0.0 0.1 0.0
H -3.42654 -1.13886 -2.42659 0.0 0.0 0.1
H -5.08782 -1.94783 -3.98251 0.0 0.0 0.0
H -4.76543 -1.69174 -6.42897 0.0 0.0 0.0
H -2.72992 -0.54519 -7.25253 0.0 0.0 0.0
H -1.09997 0.33443 -5.72465 0.1 0.0 0.1
H -2.40566 1.87176 2.16233 -0.1 0.1 -0.1
H -4.32137 1.08455 3.50446 0.0 0.0 0.1
H -5.47513 -1.01705 2.91523 0.0 0.0 0.0
H -4.69638 -2.34153 0.97379 0.0 0.0 0.0
H -2.71360 -1.59507 -0.29650 0.0 -0.1 -0.1
H -2.54195 3.01741 -0.09056 -0.1 0.0 -0.1
H -1.85568 5.38459 -0.18673 0.0 0.0 0.0
H 0.52312 5.98780 0.01718 0.0 0.0 0.0
H 2.22510 4.22357 0.31951 0.1 0.0 0.0
H 1.53597 1.78646 0.39816 -0.1 1.4 0.1
C -3.91417 -0.06397 7.71953 0.0 0.0 -0.1
C -3.02443 0.32920 6.57035 -0.1 0.0 0.0
C -2.34494 -0.62197 5.81727 0.0 0.1 0.0
C -1.50987 -0.23848 4.77746 0.0 -0.1 -0.1
C -1.36367 1.09851 4.47458 0.5 0.3 -0.3
C -2.05998 2.05039 5.19276 -0.2 0.2 0.1
C -2.88656 1.67321 6.23511 0.0 -0.1 0.0
S -0.15787 1.72462 3.27038 0.1 0.0 1.0
O 1.04279 1.82329 4.08594 0.0 -0.1 -0.3
O -0.70639 3.00789 2.85814 0.1 -0.2 0.2
O -0.07659 0.71421 2.20903 0.0 0.2 1.3
H -3.73210 -1.09297 8.02257 0.0 -0.1 0.1
H -4.96644 0.02363 7.44229 -0.1 0.0 0.0
H -3.73920 0.59037 8.57385 0.0 0.0 0.1
H -2.47078 -1.67387 6.04715 0.0 0.0 0.0
H -0.98591 -0.97043 4.18145 0.1 -0.1 -0.1
H -1.94201 3.08208 4.89867 0.0 0.1 0.1
H -3.43280 2.42358 6.79812 0.0 0.0 0.0


Quick rundown of ΔE to the lowest compared entry with this formula, charge and spin, same order as above: 757.7, 106.1 kJ/mol
Quick rundown of HOMO energy, same order as above: -7.461, -0.722 eV
Quick rundown of gap between HOMO and LUMO, same order as above: 6.96, 4.72 eV